C49H60ClN5O2Os | wB97M-V/def2-TZVPD

Each line ends with the Löwdin spin population.
Cartesian coordinates (Å):
C (-5.84, 2.00, 1.65)  0.00
H (5.90, 1.10, -0.09)  0.01
H (4.15, 1.01, -4.01)  0.00
H (-0.83, 3.58, -0.62)  0.01
H (4.77, -6.84, 1.14)  0.00
H (2.51, -4.40, -0.12)  0.00
H (6.24, -6.21, 0.16)  0.00
H (-3.07, -0.28, -2.79)  0.00
C (-3.82, 0.68, 3.17)  0.00
H (-2.63, 6.06, -0.58)  0.00
H (-0.78, 2.35, 4.20)  0.00
C (-4.84, 0.19, -3.83)  0.00
C (-2.66, -3.69, 1.82)  0.00
H (1.98, -0.64, 4.19)  0.00
C (1.58, 0.41, -3.18)  0.38
C (-2.30, -2.24, 1.38)  0.01
C (-2.82, 1.74, -3.65)  0.00
H (3.98, -4.36, 2.26)  0.00
O (0.31, 0.57, -2.80)  0.23
H (-0.77, 6.44, -1.89)  0.00
H (-3.07, -0.23, -5.82)  0.00
N (3.10, -4.88, 0.53)  0.00
C (-3.30, 0.31, -3.68)  0.00
C (0.40, 0.13, 2.90)  0.00
H (-5.08, -0.76, -4.27)  0.00
H (5.88, -4.27, -1.36)  0.00
H (0.39, 5.74, -0.74)  0.00
H (0.94, -2.68, 4.68)  0.00
H (7.15, -1.51, 0.55)  0.00
H (6.61, -5.54, 2.61)  0.00
C (2.74, 0.50, -2.36)  0.04
C (5.81, -5.03, 1.93)  0.00
H (-3.26, 4.53, -0.33)  0.00
H (7.15, -2.14, -0.93)  0.00
C (-0.62, -0.34, 2.06)  0.01
N (-1.96, 1.44, -1.36)  0.04
C (6.57, -3.79, 1.32)  0.00
N (-1.09, 0.50, 0.96)  0.11
H (2.27, 2.83, 4.19)  0.00
H (1.73, 0.27, -4.26)  0.02
C (3.82, 0.44, -0.18)  0.01
C (2.68, 0.23, -0.91)  0.09
N (4.77, -4.70, 2.80)  0.00
C (-2.20, 4.51, -3.58)  0.00
H (-5.28, 0.21, -2.84)  0.00
C (5.02, 0.88, -0.71)  0.13
C (5.33, -5.98, 0.78)  0.00
C (5.70, -2.98, 0.36)  0.00
H (2.93, 1.14, 3.76)  0.00
H (5.90, -1.06, -0.50)  0.00
H (-3.06, 0.19, 3.78)  0.00
C (-6.78, 2.49, 0.72)  0.02
C (5.08, -3.88, -0.68)  0.00
C (-0.24, 2.60, 3.20)  0.00
H (-3.19, -1.57, 1.60)  0.00
H (-5.36, 0.96, -4.49)  0.00
C (5.08, 1.15, -2.07)  0.00
H (-2.74, -3.78, 2.93)  0.00
C (-5.13, 2.59, -1.13)  0.02
C (-6.04, 1.74, 3.07)  -0.01
H (-2.93, 4.51, -5.59)  0.00
C (-3.01, 2.55, -4.74)  0.00
H (-1.94, 5.05, 0.70)  0.00
O (1.52, -0.13, -0.31)  0.19
C (-2.16, 2.31, -2.52)  0.01
H (2.64, -5.77, 0.75)  0.00
C (-2.39, 1.02, 0.96)  -0.03
H (3.59, 0.45, 0.90)  0.00
H (1.63, 1.43, 4.96)  0.00
C (-2.75, 3.91, -4.70)  0.00
H (-3.54, 2.22, -5.64)  0.00
H (-1.63, -0.42, -4.89)  0.00
C (-0.57, -2.56, 3.13)  0.00
C (0.94, 1.60, 2.89)  0.00
C (-2.30, 5.06, -0.28)  0.00
H (-2.78, -2.20, -0.69)  0.00
H (-1.00, 2.69, 2.42)  0.00
H (-0.95, -3.60, 3.20)  0.00
C (4.00, 0.85, -2.88)  0.12
N (6.52, -1.84, -0.15)  0.01
H (0.19, 3.60, 3.40)  0.00
C (4.35, -5.19, -0.15)  0.00
H (5.02, -4.15, 3.63)  0.00
C (-4.19, 2.01, -0.23)  0.00
H (4.32, -3.36, -1.26)  0.00
C (-1.93, -2.22, -0.07)  0.06
C (-5.08, 0.95, 3.73)  0.00
H (-2.92, -1.55, -4.67)  0.00
H (7.46, -4.15, 0.75)  0.00
H (-2.07, 5.58, -3.51)  0.00
Os (-0.35, 0.59, -0.86)  2.49
C (2.00, 1.77, 3.96)  0.00
C (1.04, -0.84, 3.71)  0.00
H (0.46, 5.08, -2.36)  0.00
H (4.83, -2.53, 0.91)  0.00
H (-1.30, -3.08, -0.40)  0.00
H (-7.24, 2.96, -1.33)  0.00
C (-3.47, 1.14, 1.90)  -0.01
Cl (6.41, 2.09, -2.65)  -0.01
C (-2.71, -0.51, -4.83)  0.00
H (-1.94, -4.43, 1.43)  0.00
H (-1.27, -1.39, -0.39)  0.02
C (-1.27, 4.40, -1.21)  0.00
C (-0.25, 5.47, -1.61)  0.00
H (-4.94, 2.96, -2.13)  0.00
C (-6.45, 2.72, -0.63)  0.00
C (-1.90, 3.73, -2.44)  0.00
H (4.12, -5.84, -1.01)  0.00
C (-1.13, -1.68, 2.22)  0.00
C (0.53, -2.12, 3.86)  0.00
H (-6.95, 2.05, 3.68)  0.00
H (6.99, -3.15, 2.15)  0.00
H (-3.72, -3.96, 1.50)  0.00
C (-4.58, 1.74, 1.13)  -0.01
H (-5.30, 0.52, 4.67)  0.00
H (1.25, 1.82, 1.90)  0.00
C (-2.85, 1.47, -0.32)  0.02
H (-7.78, 2.66, 1.06)  0.00

2S+1: 5
E_HOMO (spin up / spin down): -0.383 / -0.462 hartree
Total charge: +2
E_LUMO (spin up / spin down): -7.10 / -7.23 eV
HOMO-LUMO gap (spin up / spin down): 0.1222 / 0.1962 Eh

=====

C49H61CeN6O2STe | wB97M-V/def2-TZVPD

Each line ends with the Löwdin spin population.
Cartesian coordinates (Å):
C (-15.86, 17.34, 8.03)  0.01
H (-24.96, 12.81, 17.34)  0.00
N (-15.13, 11.86, 4.91)  -0.01
H (-9.28, 16.52, 8.17)  0.00
C (-12.74, 11.51, 4.82)  -0.04
N (-13.05, 13.66, 6.04)  0.05
H (-21.41, 12.84, 5.18)  0.00
C (-14.47, 9.67, 4.27)  0.01
N (-11.54, 13.36, 11.09)  0.00
C (-9.59, 12.32, 5.62)  0.00
H (-20.44, 15.58, 7.36)  0.00
H (-9.41, 15.65, 6.05)  0.00
C (-16.70, 18.17, 8.88)  0.00
H (-16.19, 17.53, 10.52)  0.00
N (-15.09, 15.59, 6.74)  0.02
C (-14.03, 10.99, 4.73)  0.07
C (-12.77, 15.73, 7.35)  0.20
H (-12.60, 18.12, 9.25)  0.00
C (-24.28, 9.57, 21.56)  0.00
H (-12.45, 13.08, 9.28)  0.00
C (-20.53, 12.85, 20.99)  0.00
C (-23.88, 12.65, 19.29)  0.00
H (-23.98, 9.52, 22.59)  0.00
H (-16.32, 19.26, 8.87)  0.00
C (-20.84, 14.98, 6.45)  0.00
C (-20.59, 12.11, 5.02)  0.01
H (-12.06, 16.15, 7.98)  0.01
C (-21.80, 12.21, 20.64)  0.00
H (-18.26, 16.73, 6.97)  0.00
H (-12.76, 16.44, 10.93)  0.00
C (-16.31, 16.12, 7.27)  0.10
H (-20.26, 11.51, 4.21)  0.00
C (-18.08, 12.79, 5.22)  -0.01
H (-23.96, 15.82, 13.64)  0.00
H (-17.87, 8.83, 2.59)  0.00
H (-24.01, 8.67, 20.97)  0.00
N (-17.24, 13.84, 5.69)  0.05
C (-24.67, 13.43, 18.21)  0.00
H (-18.07, 17.05, 10.22)  0.00
H (-9.52, 10.02, 6.27)  0.00
C (-14.13, 16.16, 7.37)  0.03
C (-22.58, 12.98, 19.69)  0.00
H (-15.99, 8.62, 2.51)  0.00
H (-18.35, 10.98, 4.22)  0.01
C (-20.70, 11.13, 6.26)  0.00
H (-13.46, 15.62, 9.65)  0.00
Ce (-15.20, 13.22, 6.82)  0.02
C (-13.67, 17.72, 9.43)  0.00
C (-11.54, 13.43, 12.46)  0.00
H (-24.52, 14.97, 12.53)  0.00
C (-9.20, 11.22, 6.82)  0.00
H (-23.92, 14.13, 17.78)  0.00
O (-14.77, 12.77, 8.74)  0.00
H (-17.91, 18.66, 10.73)  0.00
H (-16.15, 7.66, 5.16)  0.00
H (-21.13, 10.22, 6.43)  0.00
H (-22.10, 13.78, 19.10)  0.00
H (-8.70, 14.60, 6.61)  0.00
C (-24.40, 11.57, 20.09)  0.00
H (-17.79, 18.29, 8.26)  0.00
H (-19.78, 11.08, 7.20)  0.00
Te (-21.12, 9.88, 22.54)  0.00
H (-21.93, 16.65, 5.47)  0.00
C (-13.06, 8.25, 6.13)  0.00
C (-12.32, 14.43, 6.87)  -0.02
C (-13.53, 16.49, 10.35)  0.01
H (-22.68, 15.26, 5.63)  0.00
C (-12.32, 12.68, 5.48)  0.05
H (-9.92, 11.61, 7.62)  0.00
C (-15.85, 9.65, 4.68)  0.12
H (-25.37, 14.04, 18.76)  0.00
C (-18.12, 14.84, 6.15)  0.05
C (-13.80, 12.63, 11.04)  0.00
C (-9.41, 15.58, 8.28)  0.00
C (-16.71, 8.46, 4.58)  0.01
H (-21.38, 14.00, 6.74)  0.00
H (-14.45, 16.04, 10.76)  0.00
C (-13.58, 12.51, 12.50)  0.00
H (-25.44, 11.36, 20.08)  0.00
H (-10.85, 13.60, 10.37)  0.00
C (-19.53, 14.29, 5.94)  -0.03
O (-24.14, 15.73, 12.57)  0.00
H (-19.85, 12.12, 21.42)  0.00
H (-20.07, 13.36, 20.10)  0.00
C (-17.58, 11.45, 4.79)  0.14
H (-8.69, 12.89, 5.60)  0.00
H (-12.96, 9.15, 6.50)  0.00
H (-11.96, 10.95, 4.31)  0.00
C (-16.24, 11.04, 4.82)  0.04
H (-14.61, 12.40, 10.25)  0.00
C (-14.56, 17.14, 8.23)  0.05
H (-20.82, 13.61, 21.78)  0.00
H (-14.12, 7.43, 4.18)  0.00
C (-23.64, 10.78, 20.95)  0.00
H (-12.92, 8.36, 3.56)  0.00
S (-10.09, 14.06, 13.08)  0.00
H (-7.94, 11.26, 7.00)  0.00
C (-16.95, 8.27, 2.97)  0.01
H (-17.13, 7.19, 2.74)  0.00
H (-21.38, 11.67, 7.09)  0.00
H (-17.54, 8.60, 5.29)  0.00
H (-14.06, 18.59, 9.89)  0.00
H (-12.13, 7.76, 6.10)  0.00
N (-12.58, 13.03, 13.13)  0.00
C (-22.26, 11.06, 21.19)  0.00
C (-17.22, 17.95, 10.34)  0.00
H (-22.40, 15.45, 4.30)  0.00
C (-13.59, 8.41, 4.60)  0.00
H (-9.26, 11.95, 4.60)  0.00
C (-21.71, 15.56, 5.39)  0.00
C (-10.93, 13.00, 5.89)  -0.04
H (-10.32, 15.56, 8.90)  0.00
H (-13.86, 7.63, 6.78)  0.00
C (-19.54, 13.00, 5.31)  0.03
H (-14.40, 12.08, 13.05)  0.00
H (-25.41, 9.70, 21.42)  0.00
C (-10.98, 13.99, 6.80)  0.02
C (-12.64, 13.07, 10.34)  0.00
C (-9.75, 14.83, 6.94)  0.01
H (-8.53, 15.12, 8.78)  0.00
C (-17.72, 15.87, 6.97)  0.01

2S+1: 2
E_HOMO (spin up / spin down): -0.064 / -0.064 hartree
Total charge: -2
Relative energy (zero: lowest compared OMol25 entry of this formula, charge and spin): 1763.9 kJ/mol
E_LUMO (spin up / spin down): 2.26 / 1.88 eV
HOMO-LUMO gap (spin up / spin down): 0.1474 / 0.1336 Eh